This record from the OMol25 dataset describes a cluster of 2 separate species, C3H4S2 in total in a non-equilibrium geometry. The level of theory is wB97M-V/def2-TZVPD.

Properties
Orbital gap (spin up / spin down) in eV: 7.74 / 7.75
Energy above the lowest of the compared OMol25 structures with the same formula, charge and spin in kcal per mole: 91.5
Total charge: 0
E_HOMO (spin up / spin down) in eV: -7.87 / -7.87
Multiplicity: 1
Calculated total energy in a.u.: -912.91465

```
9
C3H4S2 wB97M-V/def2-TZVPD
S -1.234 1.794 -1.182
S 1.170 0.259 -2.105
C -0.003 -0.519 1.914
C -0.097 0.671 -1.103
C -0.238 -0.920 0.691
H -0.822 -1.672 0.128
H 0.401 0.459 2.171
H 1.147 1.192 -3.117
H -0.324 -1.265 2.603
```